CH4INS | ωB97M-V/def2-TZVPD

Calculated values
* LUMO (spin up / spin down): -0.395 / -0.395 eV
* Kohn-Sham gap (spin up / spin down): 8.13 / 8.13 eV
* net charge: 0
* HOMO (spin up / spin down): -8.528 / -8.528 eV
* energy relative to the best compared isomer or geometry (same formula, charge and spin): 74.74 kcal/mol

Positions of all 8 atoms, in Å:
1 C -0.975 -1.224 -0.520
2 N 1.038 0.244 -0.793
3 S 0.539 -0.965 0.014
4 I 3.023 0.658 -0.232
5 H -1.484 -2.010 0.032
6 H -0.283 2.134 1.802
7 H -1.453 -0.836 -1.414
8 H -0.405 1.999 1.111

=====

C48H114BF4N7O18 | ωB97M-V/def2-TZVPD

Calculated values
* LUMO: -5.578 eV
* Kohn-Sham gap: 2.92 eV
* net charge: +4
* HOMO: -8.496 eV
* energy relative to the best compared isomer or geometry (same formula, charge and spin): 252.00 kcal/mol

Positions of all 192 atoms, in Å:
1 C -1.734 1.497 -1.394
2 C -0.502 1.694 -1.954
3 C 0.695 0.898 -1.526
4 O 1.912 0.960 -1.971
5 C 0.554 -0.158 -0.627
6 C -0.741 -0.532 -0.036
7 C -1.897 0.541 -0.293
8 O -2.888 0.606 0.347
9 O -0.937 -1.468 0.820
10 O -0.473 2.590 -2.832
11 H -2.621 2.001 -1.749
12 H 1.484 -0.645 -0.374
13 C -5.049 -1.779 -8.777
14 O -5.227 -0.474 -9.360
15 C -5.905 0.472 -8.504
16 C -5.976 1.979 -8.823
17 N -4.568 2.537 -8.786
18 H -4.204 2.134 -7.935
19 H -4.012 2.053 -9.477
20 C -4.189 4.038 -8.831
21 C -5.394 4.914 -9.287
22 O -6.396 4.838 -8.251
23 C -7.480 5.642 -8.628
24 H -5.972 -2.255 -8.444
25 H -4.330 -1.615 -7.975
26 H -4.627 -2.423 -9.548
27 H -5.419 0.390 -7.532
28 H -6.851 0.001 -8.237
29 H -6.516 2.501 -8.033
30 H -6.450 2.203 -9.778
31 H -3.437 4.036 -9.620
32 H -3.964 4.448 -7.846
33 H -5.776 4.458 -10.201
34 H -4.962 5.904 -9.430
35 H -7.253 6.569 -9.155
36 H -8.085 5.767 -7.730
37 H -7.955 5.026 -9.392
38 C -10.231 -2.531 5.546
39 O -9.919 -3.605 4.643
40 C -9.660 -3.141 3.354
41 C -8.796 -4.132 2.564
42 N -7.316 -4.041 2.981
43 H -6.876 -4.672 2.328
44 H -6.858 -3.147 2.871
45 C -6.929 -4.570 4.342
46 C -7.267 -6.079 4.643
47 O -6.918 -6.937 3.646
48 C -7.180 -8.318 4.013
49 H -10.376 -2.900 6.561
50 H -11.202 -2.185 5.193
51 H -9.467 -1.754 5.587
52 H -9.219 -2.145 3.331
53 H -10.603 -3.048 2.815
54 H -8.630 -3.955 1.501
55 H -9.225 -5.104 2.806
56 H -7.259 -3.883 5.120
57 H -5.866 -4.355 4.452
58 H -8.334 -6.162 4.853
59 H -6.775 -6.441 5.546
60 H -8.016 -8.400 4.708
61 H -6.241 -8.653 4.454
62 H -7.290 -8.996 3.166
63 C -5.268 4.885 4.507
64 O -5.655 6.168 3.862
65 C -6.704 6.016 2.861
66 C -7.068 7.396 2.256
67 N -5.869 8.101 1.633
68 H -5.986 9.080 1.416
69 H -5.241 8.270 2.407
70 C -5.171 7.430 0.374
71 C -4.399 8.460 -0.424
72 O -3.322 8.797 0.439
73 C -2.743 10.063 0.250
74 H -4.458 5.109 5.202
75 H -5.011 4.197 3.702
76 H -6.141 4.464 5.005
77 H -7.598 5.557 3.283
78 H -6.482 5.339 2.036
79 H -7.280 8.131 3.032
80 H -7.786 7.317 1.440
81 H -5.933 6.856 -0.154
82 H -4.479 6.629 0.633
83 H -5.024 9.273 -0.794
84 H -4.122 7.893 -1.312
85 H -3.389 10.934 0.365
86 H -2.411 10.003 -0.786
87 H -1.931 10.224 0.959
88 C -2.937 -6.370 -0.515
89 O -3.036 -7.193 0.546
90 C -2.366 -8.441 0.573
91 C -0.903 -8.228 1.116
92 N -1.001 -7.549 2.480
93 H -1.123 -6.555 2.352
94 H -1.814 -7.840 3.004
95 C 0.185 -7.634 3.400
96 C -0.035 -6.839 4.787
97 O -1.326 -7.232 5.264
98 C -1.494 -7.122 6.732
99 H -3.733 -5.625 -0.538
100 H -3.000 -6.994 -1.406
101 H -2.030 -5.766 -0.477
102 H -2.339 -8.918 -0.407
103 H -2.913 -9.113 1.234
104 H -0.363 -7.576 0.430
105 H -0.349 -9.166 1.158
106 H 1.012 -7.128 2.901
107 H 0.612 -8.634 3.478
108 H -0.011 -5.755 4.680
109 H 0.718 -7.122 5.524
110 H -2.228 -7.870 7.033
111 H -1.881 -6.157 7.058
112 H -0.696 -7.359 7.435
113 C 6.853 -1.280 7.095
114 O 6.589 -1.287 8.513
115 C 5.711 -0.248 8.978
116 C 5.492 -0.606 10.471
117 N 6.871 -0.785 11.182
118 H 6.898 -1.780 11.353
119 H 7.566 -0.464 10.523
120 C 7.015 -0.145 12.568
121 C 8.523 -0.279 12.947
122 O 9.455 0.143 11.893
123 C 10.746 -0.467 12.224
124 H 6.025 -1.165 6.396
125 H 7.367 -2.156 6.699
126 H 7.685 -0.587 6.965
127 H 4.697 -0.260 8.579
128 H 6.181 0.727 8.848
129 H 5.097 -1.619 10.554
130 H 4.952 0.188 10.987
131 H 6.348 -0.712 13.217
132 H 6.760 0.914 12.563
133 H 8.800 -1.303 13.198
134 H 8.877 0.423 13.702
135 H 11.114 -0.256 13.228
136 H 11.297 0.075 11.455
137 H 10.669 -1.512 11.923
138 C 5.652 6.551 0.260
139 O 5.557 6.682 -1.149
140 C 4.262 6.695 -1.694
141 C 4.265 7.108 -3.157
142 N 5.237 6.237 -3.968
143 H 6.171 6.325 -3.594
144 H 5.129 5.254 -3.760
145 C 5.351 6.577 -5.441
146 C 6.020 5.359 -6.158
147 O 7.357 5.004 -5.704
148 C 7.918 3.958 -6.398
149 H 5.333 5.602 0.692
150 H 5.028 7.298 0.751
151 H 6.693 6.720 0.535
152 H 3.577 7.326 -1.128
153 H 3.798 5.709 -1.661
154 H 4.663 8.114 -3.295
155 H 3.291 7.057 -3.643
156 H 5.959 7.476 -5.338
157 H 4.347 6.768 -5.817
158 H 5.992 5.518 -7.236
159 H 5.465 4.440 -5.974
160 H 8.049 4.094 -7.472
161 H 7.343 3.032 -6.414
162 H 8.941 3.892 -6.027
163 C 8.891 -0.354 -4.065
164 O 8.009 -1.070 -4.966
165 C 8.476 -2.430 -5.192
166 C 7.235 -3.131 -5.858
167 N 5.878 -2.775 -5.125
168 H 6.050 -3.027 -4.162
169 H 5.713 -1.779 -5.139
170 C 4.571 -3.273 -5.729
171 C 4.037 -2.152 -6.733
172 O 5.034 -1.499 -7.451
173 C 4.558 -0.784 -8.594
174 H 9.216 -0.982 -3.235
175 H 8.424 0.525 -3.621
176 H 9.851 -0.148 -4.539
177 H 8.788 -2.930 -4.275
178 H 9.312 -2.382 -5.891
179 H 7.386 -4.209 -5.921
180 H 7.030 -2.769 -6.865
181 H 3.827 -3.582 -4.994
182 H 4.840 -4.182 -6.268
183 H 3.525 -1.357 -6.190
184 H 3.256 -2.565 -7.372
185 H 5.347 -0.496 -9.289
186 H 3.920 0.062 -8.340
187 H 4.013 -1.433 -9.280
188 B 5.991 -7.668 -0.839
189 F 4.953 -7.867 -1.715
190 F 7.212 -7.665 -1.398
191 F 5.877 -6.425 -0.346
192 F 5.919 -8.603 0.231

=====

C4H3NO2S | ωB97M-V/def2-TZVPD

Calculated values
* SMILES: Oc1cc(=S)cno1
* LUMO: -0.889 eV
* Kohn-Sham gap: 7.80 eV
* net charge: 0
* HOMO: -8.692 eV
* energy relative to the best compared isomer or geometry (same formula, charge and spin): 64.85 kcal/mol

Positions of all 11 atoms, in Å:
1 O -1.677 0.625 -1.622
2 C -0.832 0.247 -0.684
3 C 0.529 0.442 -0.748
4 C 1.316 -0.192 0.248
5 S 2.958 -0.359 0.111
6 C 0.522 -0.663 1.373
7 N -0.797 -0.659 1.455
8 O -1.547 -0.246 0.336
9 H -2.517 0.760 -1.122
10 H 0.965 0.905 -1.620
11 H 1.080 -0.859 2.275

=====

C3H8N4O | ωB97M-V/def2-TZVPD

Calculated values
* LUMO (spin up / spin down): -0.842 / -1.045 eV
* Kohn-Sham gap (spin up / spin down): 7.87 / 7.56 eV
* net charge: 0
* HOMO (spin up / spin down): -8.712 / -8.604 eV
* energy relative to the best compared isomer or geometry (same formula, charge and spin): 127.90 kcal/mol

Positions of all 16 atoms, in Å:
1 C -0.382 0.187 1.645
2 N -1.156 -0.956 1.664
3 C -0.063 0.284 -1.007
4 C 0.624 -0.263 0.238
5 N 0.480 1.447 -1.446
6 O 0.103 -1.759 0.401
7 N -1.078 -0.359 -1.452
8 N 1.909 -0.098 0.261
9 H -0.411 -1.927 -0.423
10 H -1.878 -0.886 0.940
11 H 0.185 1.830 -2.329
12 H 1.430 1.614 -1.136
13 H -1.506 0.060 -2.274
14 H 2.349 -0.584 1.036
15 H -0.868 1.124 1.367
16 H 0.263 0.285 2.516

=====

C4H9CoNaO4 | ωB97M-V/def2-TZVPD

Calculated values
* LUMO (spin up / spin down): -3.690 / -6.292 eV
* multiplicity: 5
* Kohn-Sham gap (spin up / spin down): 9.89 / 7.23 eV
* net charge: +1
* HOMO (spin up / spin down): -13.579 / -13.524 eV

Positions of all 19 atoms, in Å:
1 O -0.527 -2.751 0.192
2 Co -1.196 -1.555 -1.135
3 O -2.981 -0.789 -0.900
4 C -2.746 0.455 -0.405
5 O -1.391 0.634 0.049
6 C -0.387 0.395 -1.018
7 C 0.929 0.822 -0.441
8 O 1.372 -0.083 0.576
9 C 2.608 0.267 1.152
10 Na -0.498 -0.964 1.601
11 H -3.354 0.673 0.497
12 H -2.934 1.255 -1.157
13 H -0.611 1.114 -1.830
14 H 0.352 -3.199 0.104
15 H 0.872 1.825 0.031
16 H 1.679 0.849 -1.252
17 H 2.842 -0.475 1.926
18 H 3.411 0.261 0.396
19 H 2.561 1.268 1.613

=====

C18H32N2O3PS | ωB97M-V/def2-TZVPD

Calculated values
* SMILES: CCNc1[nH+]c(CCCO)c(P(C)C)c(C(=O)OCSCC)c1CC
* LUMO: -4.296 eV
* Kohn-Sham gap: 6.37 eV
* net charge: +1
* HOMO: -10.666 eV

Positions of all 57 atoms, in Å:
1 C -2.155 -3.384 0.978
2 C -1.926 -2.695 2.336
3 N -1.788 -1.201 2.299
4 C -1.413 -0.666 1.070
5 N -2.309 0.119 0.449
6 C -2.114 0.715 -0.741
7 C -3.273 1.526 -1.267
8 C -3.624 2.796 -0.417
9 C -2.596 3.206 0.644
10 O -1.361 3.605 0.045
11 C -0.916 0.543 -1.389
12 P -0.754 1.371 -3.042
13 C 0.912 2.136 -3.267
14 C -1.111 0.096 -4.337
15 C 0.075 -0.257 -0.763
16 C 1.398 -0.479 -1.483
17 O 1.394 -0.635 -2.682
18 O 2.592 -0.555 -0.800
19 C 3.289 0.699 -0.789
20 S 4.974 0.434 -0.091
21 C 4.922 -0.983 1.040
22 C 5.024 -0.529 2.549
23 C -0.166 -0.858 0.472
24 C 0.829 -1.740 1.197
25 C 1.183 -1.134 2.603
26 H -2.482 -4.410 1.202
27 H -2.952 -2.937 0.372
28 H -1.237 -3.507 0.395
29 H -2.779 -2.947 2.975
30 H -1.046 -3.141 2.812
31 H -2.719 -0.847 2.502
32 H -3.203 0.268 0.907
33 H -3.161 1.785 -2.317
34 H -4.144 0.850 -1.211
35 H -3.828 3.663 -1.053
36 H -4.563 2.596 0.121
37 H -2.440 2.461 1.437
38 H -3.000 4.098 1.146
39 H -0.657 3.119 0.487
40 H 1.563 1.522 -3.906
41 H 1.421 2.303 -2.311
42 H 0.764 3.083 -3.795
43 H -0.209 -0.297 -4.815
44 H -1.656 -0.723 -3.845
45 H -1.819 0.515 -5.058
46 H 2.792 1.469 -0.185
47 H 3.471 1.055 -1.811
48 H 5.763 -1.655 0.842
49 H 4.018 -1.592 0.948
50 H 4.081 -0.766 3.047
51 H 5.834 -1.062 3.056
52 H 5.200 0.549 2.543
53 H 0.420 -2.736 1.387
54 H 1.757 -1.896 0.650
55 H 0.461 -0.365 2.899
56 H 2.167 -0.662 2.603
57 H 1.095 -1.919 3.361

=====

C3H6N2OS | ωB97M-V/def2-TZVPD

Calculated values
* SMILES: CN(C=S)/C=N\O
* LUMO: 0.439 eV
* Kohn-Sham gap: 8.84 eV
* net charge: 0
* HOMO: -8.401 eV
* energy relative to the best compared isomer or geometry (same formula, charge and spin): 106.17 kcal/mol

Positions of all 13 atoms, in Å:
1 C 1.649 -0.154 -0.789
2 N 0.302 0.119 -0.255
3 C 0.197 1.050 0.707
4 S 1.260 2.202 1.093
5 C -0.861 -0.652 -0.538
6 N -1.930 -0.886 0.175
7 O -1.970 -0.595 1.497
8 H 1.518 -0.610 -1.895
9 H 2.342 -0.837 -0.186
10 H 2.222 0.854 -1.077
11 H -0.730 1.142 1.226
12 H -0.890 -0.979 -1.609
13 H -3.108 -0.655 1.651

=====

C5H10N2O | ωB97M-V/def2-TZVPD

Calculated values
* SMILES: N[C@H]1[C@@H]2N[C@H]2C[C@H]1O
* LUMO: 0.858 eV
* Kohn-Sham gap: 9.25 eV
* net charge: 0
* HOMO: -8.396 eV
* energy relative to the best compared isomer or geometry (same formula, charge and spin): 158.34 kcal/mol

Positions of all 18 atoms, in Å:
1 N 0.702 1.462 -1.429
2 C 0.798 0.708 -0.228
3 C -0.391 0.860 0.533
4 N -0.790 1.043 1.931
5 C -0.228 -0.300 1.498
6 C -0.522 -1.523 0.703
7 C 0.472 -1.104 -0.486
8 O -0.097 -1.236 -1.894
9 H 0.131 2.347 -1.100
10 H 1.555 1.969 -1.843
11 H 1.780 0.874 0.243
12 H -1.222 0.773 -0.313
13 H -1.872 0.959 1.492
14 H 0.702 -0.550 2.039
15 H -0.252 -2.483 1.271
16 H -1.533 -1.478 0.409
17 H 1.544 -1.599 -0.481
18 H -0.214 -0.309 -2.197

=====

Number 1: maximum force 2.30 eV/A. Number 2: maximum force 5.09 eV/A. Number 3: maximum force 2.47 eV/A. Number 4: maximum force 1.54 eV/A. Number 5: maximum force 2.85 eV/A. Number 6: maximum force 2.02 eV/A. Number 7: maximum force 5.20 eV/A. Number 8: maximum force 5.09 eV/A.